(1)
Molecular formula: C3H6FNOS
Method: DFT, ωB97M-V/def2-TZVPD

CARTESIAN COORDINATES (ANGSTROEM)
C 0.76138 0.25570 1.19707
C 0.46317 -0.31182 -1.19880
C -1.04337 -0.56366 -1.28095
H 0.05082 1.92802 2.20346
H -0.01972 0.61220 3.24635
H 0.74123 0.02806 -2.24698
H 0.97750 -1.32720 -1.14516
H -1.27847 -1.40222 -1.83925
H -1.50272 -0.83937 -0.33401
N 0.87106 0.96167 2.39567
O 0.75244 -1.00125 1.15562
F -1.72800 0.51734 -1.87235
S 0.95468 1.14253 -0.28068

Values from the calculation:
Highest occupied orbital energy = -9.87 eV
Orbital gap = 10.006 eV
Total charge = 0
Total energy = -20296.0492 eV
Energy above the lowest of the compared OMol25 structures with the same formula, charge and spin = 64.8 kcal/mol

***

(2)
Molecular formula: C5H8N2
Method: DFT, ωB97M-V/def2-TZVPD

CARTESIAN COORDINATES (ANGSTROEM)
N 2.56610 2.86443 0.01631
C 1.62648 2.23979 0.28458
C 0.52769 1.38296 0.61800
C -0.44452 1.07501 -0.24631
C -1.35464 -0.08465 0.02141
C -0.60404 -1.40146 -0.32616
N 0.76546 -1.37472 0.17079
H 0.59605 0.86837 1.57268
H -0.48175 1.56397 -1.21841
H -1.63041 -0.10785 1.08114
H -2.28080 -0.02310 -0.56219
H -0.67607 -1.57184 -1.41121
H -1.12739 -2.23070 0.16007
H 1.13922 -2.30030 0.32392
H 1.37864 -0.89991 -0.48462

Values from the calculation:
Highest occupied orbital energy = -9.77 eV
Structure (SMILES) = N#C/C=C/CCN
Orbital gap = 10.314 eV
Total charge = 0
Total energy = -8293.8263 eV
Energy above the lowest of the compared OMol25 structures with the same formula, charge and spin = 27.0 kcal/mol

***

(3)
Molecular formula: C6H14ClFeN2O2
Method: DFT, ωB97M-V/def2-TZVPD

CARTESIAN COORDINATES (ANGSTROEM)
Fe -3.56893 -3.82356 -16.46358
Cl -3.10181 -3.22466 -14.14940
C -4.12241 -0.09853 -11.34668
C -2.57475 0.08456 -11.15916
O -2.08451 1.07734 -10.59690
N -1.85899 -0.82185 -11.74519
C -0.38606 -0.95994 -11.60120
H -4.37569 -0.29728 -12.38805
H -4.67037 0.70998 -10.86279
H -4.33752 -1.05430 -10.86882
H -2.22718 -1.47263 -12.42418
H -0.14099 -2.02101 -11.64777
H -0.09503 -0.38474 -10.72226
H 0.09900 -0.39160 -12.39480
C -1.47701 -4.27223 -10.41311
C -2.66724 -5.28575 -10.33609
O -2.65884 -6.32670 -9.65867
N -3.68758 -4.89404 -11.16934
C -4.79834 -5.73625 -11.40690
H -0.59119 -4.60016 -9.86915
H -1.64062 -3.28461 -9.98191
H -1.17052 -4.03522 -11.43192
H -3.52155 -4.09811 -11.76853
H -4.55595 -6.76499 -11.14036
H -4.95966 -5.71283 -12.48463
H -5.72529 -5.47071 -10.89862

Values from the calculation:
⟨S²⟩ = 8.79
Highest occupied orbital energy (alpha / beta) = -14.10 / -14.13 eV
2S+1 = 6
Orbital gap (alpha / beta) = 2.378 / 1.698 eV
Total charge = +2
Total energy = -60411.4016 eV
Energy above the lowest of the compared OMol25 structures with the same formula, charge and spin = 34.4 kcal/mol

***

> Among the records above, which one has the highest total energy?

C5H8N2

***

> Which formula does entry 3 have?

C6H14ClFeN2O2